The following is a quantum chemistry calculation of C7H10 in the gas phase, from the OMol25 dataset.

Output
Energy above the lowest of the compared OMol25 structures with the same formula, charge and spin = 6.877 eV
Orbital gap (alpha / beta) = 8.1 / 7.8 eV
HOMO (alpha / beta) = -7.7243 / -7.0708 eV

Each line ends with the Mulliken charge.
Element x y z (Å)
1 C -0.03 -2.32 0.28  -0.487
2 C 0.48 -1.55 -0.91  -0.651
3 C 0.01 -0.83 0.32  0.409
4 C 1.15 0.97 0.32  -1.069
5 C -0.26 1.42 0.64  0.727
6 C -0.72 2.12 -0.54  -1.073
7 C -0.94 0.11 0.72  -0.894
8 H 0.70 -2.85 0.89  0.208
9 H -1.00 -2.81 0.22  0.270
10 H 1.54 -1.59 -1.12  0.268
11 H -0.16 -1.49 -1.79  0.205
12 H 1.98 1.34 0.93  0.324
13 H 1.40 0.88 -0.74  0.343
14 H -0.33 2.02 1.56  0.379
15 H -0.71 1.59 -1.49  0.324
16 H -1.22 3.09 -0.52  0.312
17 H -1.88 -0.11 1.22  0.408

***

The following is a quantum chemistry calculation of C7H10 in the gas phase, from the OMol25 dataset.

Output
Energy above the lowest of the compared OMol25 structures with the same formula, charge and spin = 3.410 eV
Orbital gap = 9.9 eV
SMILES = C1[C@@H]2CC3(CC3)[C@H]12
HOMO = -8.7052 eV

Each line ends with the Mulliken charge.
Element x y z (Å)
1 C -1.18 1.19 0.89  -0.528
2 C -0.54 1.70 -0.36  -0.178
3 C -0.41 0.48 -1.30  -0.730
4 C 0.43 -0.27 -0.16  0.231
5 C 1.44 -1.39 -0.26  -0.356
6 C 0.24 -1.89 0.47  -0.743
7 C 0.30 1.02 0.69  -0.491
8 H -1.76 0.27 0.80  0.164
9 H -1.55 1.88 1.64  0.276
10 H -0.59 2.77 -0.60  0.377
11 H 0.10 0.62 -2.27  0.316
12 H -1.40 0.09 -1.53  0.291
13 H 1.57 -1.84 -1.24  0.246
14 H 2.35 -1.34 0.33  0.240
15 H -0.37 -2.67 0.00  0.252
16 H 0.36 -2.13 1.54  0.250
17 H 1.01 1.52 1.35  0.382

***

The following is a quantum chemistry calculation of C7H10 in the gas phase, from the OMol25 dataset.

Output
Energy above the lowest of the compared OMol25 structures with the same formula, charge and spin = 2.558 eV
Orbital gap = 10.3 eV
SMILES = C#C[C@@H]1[C@H](C)[C@@H]1C
HOMO = -9.1739 eV

Each line ends with the Mulliken charge.
Element x y z (Å)
1 C 2.10 -0.35 1.79  0.355
2 C 1.60 -0.48 0.70  -0.750
3 C 1.03 -0.45 -0.62  -0.505
4 C 0.01 0.67 -0.93  0.029
5 C -0.47 1.76 0.04  -1.321
6 C -0.41 -0.79 -0.91  0.204
7 C -1.32 -1.30 0.18  -1.476
8 H 2.55 -0.20 2.75  0.407
9 H 1.73 -0.73 -1.41  0.335
10 H 0.22 1.13 -1.89  0.360
11 H 0.37 2.19 0.61  0.301
12 H -0.90 2.58 -0.55  0.363
13 H -1.24 1.49 0.77  0.313
14 H -0.54 -1.29 -1.87  0.380
15 H -2.33 -0.92 0.00  0.321
16 H -1.37 -2.40 0.21  0.374
17 H -0.98 -0.96 1.16  0.310

***

The following is a quantum chemistry calculation of C7H10 in the gas phase, from the OMol25 dataset.

Output
Energy above the lowest of the compared OMol25 structures with the same formula, charge and spin = 2.145 eV
Orbital gap = 9.7 eV
SMILES = C/C=C1/C[C@H]2C[C@@H]12
HOMO = -8.5173 eV

Each line ends with the Mulliken charge.
Element x y z (Å)
1 C 0.71 1.18 -2.13  -1.137
2 C 0.01 1.41 -0.82  -0.076
3 C -0.07 0.50 0.13  0.079
4 C -0.88 0.39 1.41  -0.712
5 C -0.15 -0.94 1.68  -0.263
6 C -0.37 -1.90 0.56  -0.556
7 C 0.63 -0.80 0.37  -0.382
8 H 1.61 1.78 -2.20  0.281
9 H 0.02 1.43 -2.95  0.312
10 H 0.97 0.12 -2.26  0.316
11 H -0.48 2.38 -0.69  0.371
12 H -0.70 1.18 2.14  0.300
13 H -1.96 0.30 1.24  0.238
14 H 0.22 -1.26 2.65  0.370
15 H -1.30 -1.89 -0.02  0.182
16 H 0.06 -2.89 0.70  0.256
17 H 1.68 -1.00 0.19  0.420

***

The following is a quantum chemistry calculation of C7H10 in the gas phase, from the OMol25 dataset.

Output
Energy above the lowest of the compared OMol25 structures with the same formula, charge and spin = 1.731 eV
Orbital gap = 10.0 eV
SMILES = C[C@@H]1[C@@H]2C=CC[C@H]12
HOMO = -8.8584 eV

Each line ends with the Mulliken charge.
Element x y z (Å)
1 C 1.50 0.91 0.07  -1.171
2 C 0.21 0.97 -0.75  -0.060
3 C -1.10 0.76 0.01  -0.145
4 C -0.73 0.07 1.28  -0.796
5 C -0.37 -1.19 1.06  -0.311
6 C -0.44 -1.56 -0.41  -0.755
7 C -0.69 -0.21 -1.07  -0.315
8 H 2.24 1.64 -0.29  0.354
9 H 1.29 1.13 1.13  0.215
10 H 1.97 -0.08 0.08  0.256
11 H 0.18 1.76 -1.51  0.443
12 H -1.97 1.41 -0.08  0.401
13 H -0.31 0.66 2.10  0.469
14 H 0.15 -1.81 1.79  0.368
15 H 0.51 -2.02 -0.72  0.294
16 H -1.24 -2.27 -0.67  0.365
17 H -1.20 -0.18 -2.02  0.388

***

The following is a quantum chemistry calculation of C7H10 in the gas phase, from the OMol25 dataset.

Output
Energy above the lowest of the compared OMol25 structures with the same formula, charge and spin = 2.665 eV
Orbital gap = 9.8 eV
SMILES = C=C/C=C/CC=C
HOMO = -8.6347 eV

Each line ends with the Mulliken charge.
Element x y z (Å)
1 C 1.46 2.97 -1.70  -0.776
2 C 0.58 2.14 -1.13  -0.150
3 C 0.82 0.95 -0.34  -0.083
4 C -0.18 0.12 -0.01  -0.479
5 C -0.14 -0.93 1.07  -0.350
6 C -0.81 -2.22 0.59  -0.216
7 C -1.63 -2.92 1.39  -0.767
8 H 2.51 3.06 -1.46  0.282
9 H 1.05 3.68 -2.42  0.238
10 H -0.47 2.37 -1.32  0.230
11 H 1.67 0.78 0.33  0.302
12 H -1.14 0.28 -0.49  0.327
13 H 0.87 -1.20 1.36  0.319
14 H -0.80 -0.50 1.83  0.295
15 H -1.07 -2.46 -0.44  0.297
16 H -2.39 -3.65 1.12  0.269
17 H -1.46 -2.87 2.47  0.262

***

The following is a quantum chemistry calculation of C7H10 in the gas phase, from the OMol25 dataset.

Output
Energy above the lowest of the compared OMol25 structures with the same formula, charge and spin = 3.145 eV
Orbital gap = 9.6 eV
SMILES = C=CC1CC(=C)C1
HOMO = -8.5246 eV

Each line ends with the Mulliken charge.
Element x y z (Å)
1 C -1.71 -0.33 -0.57  -0.670
2 C -1.57 -0.16 0.75  -0.389
3 C -0.33 0.53 1.24  -0.175
4 C 0.72 -0.63 0.88  -0.534
5 C 0.81 0.00 -0.47  0.156
6 C 1.34 -0.46 -1.59  -1.024
7 C 0.35 1.34 0.11  -0.498
8 H -1.45 0.42 -1.30  0.319
9 H -2.06 -1.27 -0.99  0.260
10 H -2.04 -0.85 1.45  0.354
11 H -0.36 0.96 2.25  0.368
12 H 1.71 -0.44 1.32  0.264
13 H 0.45 -1.69 0.98  0.428
14 H 1.47 -1.54 -1.71  0.274
15 H 1.68 0.21 -2.36  0.272
16 H -0.27 2.04 -0.45  0.302
17 H 1.25 1.85 0.48  0.293

***

The following is a quantum chemistry calculation of C7H10 in the gas phase, from the OMol25 dataset.

Output
Energy above the lowest of the compared OMol25 structures with the same formula, charge and spin = 2.393 eV
Orbital gap = 10.5 eV
SMILES = C#CC1(CC)CC1
HOMO = -9.3099 eV

Each line ends with the Mulliken charge.
Element x y z (Å)
1 C -1.43 0.31 2.23  0.221
2 C -0.61 0.13 1.37  -0.935
3 C 0.33 -0.15 0.30  0.898
4 C 0.26 0.77 -0.91  -0.632
5 C -1.16 1.00 -1.41  -1.191
6 C 0.66 -1.61 0.09  -0.753
7 C 1.69 -0.70 0.69  -0.764
8 H -2.17 0.45 2.99  0.449
9 H 0.88 0.33 -1.70  0.370
10 H 0.73 1.74 -0.66  0.261
11 H -1.67 0.05 -1.61  0.303
12 H -1.16 1.59 -2.34  0.369
13 H -1.74 1.55 -0.67  0.317
14 H 0.16 -2.32 0.75  0.297
15 H 0.79 -1.95 -0.93  0.242
16 H 2.53 -0.40 0.06  0.256
17 H 1.92 -0.79 1.74  0.291

***

The following is a quantum chemistry calculation of C7H10 in the gas phase, from the OMol25 dataset.

Output
Energy above the lowest of the compared OMol25 structures with the same formula, charge and spin = 4.420 eV
Orbital gap = 8.1 eV
HOMO = -8.0754 eV

Each line ends with the Mulliken charge.
Element x y z (Å)
1 C 2.15 -0.02 0.31  -1.692
2 C 0.69 -0.05 -0.11  0.613
3 C -0.31 -0.93 0.66  -0.704
4 C -1.64 -0.49 0.02  0.196
5 C -1.91 -0.49 -1.42  -0.639
6 C -1.40 1.04 -0.08  -0.609
7 C -0.08 1.26 -0.12  -0.424
8 H 2.72 0.58 -0.41  0.397
9 H 2.30 0.40 1.31  0.372
10 H 2.56 -1.04 0.30  0.367
11 H -0.33 -0.64 1.72  0.282
12 H -0.12 -2.00 0.60  0.294
13 H -2.54 -0.75 0.58  0.400
14 H -0.99 -0.49 -2.02  0.206
15 H 0.69 -0.43 -1.13  0.073
16 H -2.19 1.78 -0.08  0.448
17 H 0.39 2.25 -0.13  0.419

***

The following is a quantum chemistry calculation of C7H10 in the gas phase, from the OMol25 dataset.

Output
Energy above the lowest of the compared OMol25 structures with the same formula, charge and spin = 3.270 eV
Orbital gap = 10.7 eV
SMILES = C#CC[C@@H]1C[C@@H]1C
HOMO = -9.5714 eV

Each line ends with the Mulliken charge.
Element x y z (Å)
1 C 1.80 0.49 1.64  -0.188
2 C 1.96 0.21 0.48  -0.277
3 C 1.56 -0.29 -0.84  -0.623
4 C 0.20 -0.90 -0.52  0.014
5 C -1.17 -0.78 -1.11  -0.861
6 C -0.88 -0.31 0.33  0.189
7 C -1.18 1.17 0.54  -1.382
8 H 1.65 0.75 2.66  0.398
9 H 1.58 0.50 -1.60  0.312
10 H 2.23 -1.08 -1.19  0.301
11 H 0.35 -1.93 -0.20  0.244
12 H -1.65 -1.69 -1.45  0.268
13 H -1.44 0.08 -1.72  0.252
14 H -1.12 -0.90 1.22  0.341
15 H -2.27 1.27 0.51  0.377
16 H -0.84 1.61 1.49  0.336
17 H -0.77 1.80 -0.26  0.298

***

The following is a quantum chemistry calculation of 3 unconnected molecules or ions with the total composition C7H10, from the OMol25 dataset.

Output
Energy above the lowest of the compared OMol25 structures with the same formula, charge and spin = 8.208 eV
Orbital gap = 9.3 eV
HOMO = -8.6781 eV

Each line ends with the Mulliken charge.
Element x y z (Å)
1 C 0.98 -0.75 1.21  -0.613
2 C 1.28 0.45 0.37  -0.281
3 C 1.19 -0.93 -0.27  -0.479
4 C -0.01 -0.48 -1.12  0.118
5 C -1.48 -0.62 -0.54  -0.936
6 C -1.32 0.83 -0.05  -0.559
7 C 0.04 0.90 -0.42  -0.092
8 H 1.80 -1.10 1.83  0.279
9 H 0.00 -0.86 1.67  0.122
10 H 2.16 1.06 0.53  0.407
11 H 2.00 -1.55 -0.64  0.389
12 H 0.08 -0.63 -2.20  0.503
13 H -1.54 -1.39 0.23  0.254
14 H -2.28 -0.78 -1.27  0.292
15 H -2.06 1.58 -0.32  0.350
16 H -0.79 1.98 0.89  0.106
17 H -0.06 2.27 0.11  0.140

***

The following is a quantum chemistry calculation of a gas-phase ion, C7H10 (charge +1), from the OMol25 dataset.

Output
Net charge = +1
Energy above the lowest of the compared OMol25 structures with the same formula, charge and spin = 1.948 eV
Spin multiplicity = 2
Orbital gap (alpha / beta) = 8.8 / 7.1 eV
HOMO (alpha / beta) = -14.0237 / -14.4969 eV

Each line ends with the Mulliken charge.
Element x y z (Å)
1 C -0.84 -1.11 -0.86  -0.207
2 C -1.53 -2.20 -0.52  -0.623
3 C 1.16 -0.14 -0.03  0.171
4 C -0.22 -0.17 0.08  0.283
5 C -0.85 1.08 0.53  -0.057
6 C -1.16 2.07 -0.31  -0.723
7 C 2.17 0.21 0.98  -1.156
8 H -0.60 -0.92 -1.91  0.383
9 H -1.33 -2.79 0.37  0.278
10 H -2.10 -2.75 -1.26  0.282
11 H 1.61 -0.31 -1.01  0.375
12 H -1.04 1.22 1.59  0.374
13 H -1.47 3.05 0.01  0.303
14 H -1.13 1.89 -1.38  0.253
15 H 1.75 0.20 1.99  0.333
16 H 2.61 1.18 0.73  0.347
17 H 2.98 -0.51 1.01  0.387